This record from the OMol25 dataset describes a structure of composition C29H28NO9P2S4Zr. The level of theory is ωB97M-V/def2-TZVPD.

DFT total energy ... -113658.71420 eV
E_HOMO ... -4.2 eV
Total charge ... -1
E_LUMO ... 2.4 eV

Last column: Mulliken charge in e.
Positions of all 74 atoms, in Å:
1 Zr 0.950 -0.835 -0.661  0.395
2 S 3.041 0.824 -0.622  -0.351
3 C 3.667 1.316 -2.160  1.266
4 C 4.960 1.861 -2.238  -0.930
5 C 5.503 2.264 -3.436  -0.570
6 C 4.770 2.149 -4.612  -0.634
7 C 3.496 1.612 -4.560  -0.494
8 C 2.940 1.204 -3.359  0.006
9 S 1.323 0.435 -3.414  -0.176
10 C 0.311 1.771 -2.635  -0.321
11 C -1.055 1.244 -2.316  0.430
12 C -2.160 1.813 -2.915  -1.070
13 C -3.438 1.420 -2.483  -0.670
14 C -3.541 0.529 -1.462  -0.980
15 C -2.362 -0.082 -0.923  -0.067
16 C -2.467 -0.473 0.530  -1.172
17 S -1.242 -1.707 1.090  0.512
18 C -2.226 -3.165 0.810  -0.566
19 C -2.319 -4.099 1.830  -0.485
20 C -3.055 -5.257 1.656  -0.791
21 C -3.722 -5.460 0.452  -0.513
22 C -3.648 -4.524 -0.556  -0.791
23 C -2.873 -3.362 -0.420  0.874
24 S -2.696 -2.274 -1.747  -0.318
25 N -1.127 0.305 -1.357  1.460
26 H 5.526 1.934 -1.321  0.474
27 H 6.509 2.663 -3.468  0.356
28 H 5.175 2.484 -5.556  0.370
29 H 2.911 1.499 -5.459  0.437
30 H 0.264 2.607 -3.336  0.622
31 H 0.832 2.061 -1.712  -0.341
32 H -2.042 2.568 -3.678  0.428
33 H -4.320 1.872 -2.914  0.410
34 H -4.499 0.220 -1.073  0.432
35 H -3.454 -0.885 0.741  0.782
36 H -2.286 0.415 1.149  0.606
37 H -1.789 -3.913 2.753  0.451
38 H -3.122 -5.987 2.450  0.389
39 H -4.306 -6.358 0.309  0.358
40 H -4.164 -4.680 -1.491  0.426
41 O 0.264 -3.593 -0.390  -0.330
42 P 0.437 -3.399 -2.002  0.585
43 O -0.332 -4.360 -2.781  -0.825
44 O 0.316 -1.897 -2.182  -0.034
45 O 2.027 -3.730 -2.144  -0.353
46 P 3.114 -2.734 -1.444  0.057
47 O 3.159 -1.545 -2.558  0.085
48 O 4.406 -3.404 -1.308  -0.788
49 O 2.426 -2.096 -0.257  -0.330
50 H 0.179 -4.526 -0.176  0.261
51 H 3.762 -1.790 -3.264  0.177
52 C -1.695 4.187 5.248  -1.551
53 C -0.943 3.224 4.375  0.816
54 C -0.113 3.678 3.359  -0.789
55 C 0.534 2.799 2.503  0.859
56 C 1.422 3.346 1.429  -1.620
57 C 0.352 1.418 2.674  -0.144
58 C -0.387 0.941 3.762  0.945
59 C -0.547 -0.516 4.076  -1.964
60 C -1.038 1.858 4.581  -0.945
61 C 0.771 0.505 1.567  1.138
62 O 1.289 -0.625 1.700  -0.489
63 O 0.466 0.893 0.393  -0.012
64 H -2.063 5.030 4.665  0.372
65 H -1.038 4.581 6.024  0.299
66 H -2.539 3.700 5.732  0.378
67 H 0.013 4.742 3.211  0.431
68 H 1.800 4.324 1.719  0.539
69 H 0.870 3.452 0.496  0.153
70 H 2.263 2.683 1.237  0.244
71 H 0.244 -1.103 3.620  0.263
72 H -1.503 -0.883 3.698  0.272
73 H -0.528 -0.655 5.156  0.640
74 H -1.653 1.488 5.390  0.415

This record from the OMol25 dataset describes a structure of composition C29H29Br6F9O27. The level of theory is ωB97M-V/def2-TZVPD.

DFT total energy ... -530537.12829 eV
E_HOMO ... -10.1 eV
E_LUMO ... -0.8 eV

Last column: Mulliken charge in e.
Positions of all 100 atoms, in Å:
1 C -4.311 2.860 2.881  0.097
2 Br -4.723 4.556 3.844  -0.063
3 Br -5.744 1.555 2.768  -0.032
4 Br -2.589 2.118 3.554  0.079
5 H -4.137 3.104 1.833  -0.119
6 C 1.455 1.729 4.382  0.143
7 Br 1.062 -0.224 4.288  -0.039
8 Br 3.289 2.056 5.128  -0.146
9 Br 0.275 2.705 5.578  -0.042
10 H 1.364 2.227 3.417  -0.014
11 C -6.010 0.151 -3.449  -0.512
12 C -5.311 1.368 -2.968  0.403
13 O -4.196 0.796 -2.232  0.003
14 C -4.359 -0.512 -2.154  0.548
15 O -3.486 -1.275 -1.757  -0.553
16 O -5.582 -0.832 -2.502  -0.387
17 F -6.024 2.083 -2.083  -0.290
18 H -5.869 -0.230 -4.461  0.262
19 H -7.086 0.135 -3.273  0.292
20 H -4.888 2.036 -3.718  0.263
21 C 1.607 -3.699 0.692  -0.270
22 C 3.039 -3.482 0.562  1.085
23 O 3.166 -3.433 -0.836  -0.343
24 C 2.020 -3.073 -1.393  0.566
25 O 1.848 -2.658 -2.525  -0.555
26 O 1.036 -3.302 -0.547  -0.218
27 F 3.703 -4.570 0.856  -0.353
28 H 1.288 -3.120 1.559  0.135
29 H 1.331 -4.727 0.927  0.351
30 H 3.450 -2.604 1.060  -0.258
31 C -0.992 -1.313 -4.598  0.478
32 C -2.109 -0.520 -5.300  0.871
33 O -3.259 -1.349 -5.242  -0.376
34 C -2.828 -2.566 -5.011  0.610
35 O -3.508 -3.589 -5.161  -0.644
36 O -1.570 -2.608 -4.685  -0.341
37 F -1.774 -0.277 -6.564  -0.330
38 H -0.841 -0.993 -3.567  -0.548
39 H -0.031 -1.273 -5.111  0.292
40 H -2.328 0.469 -4.897  -0.044
41 C 3.821 -2.660 4.394  -0.434
42 C 4.999 -1.933 5.049  0.335
43 O 5.420 -1.065 4.018  -0.360
44 C 4.574 -1.098 2.985  0.519
45 O 4.607 -0.337 2.067  -0.421
46 O 3.582 -1.934 3.200  -0.149
47 F 5.960 -2.835 5.321  -0.313
48 H 2.918 -2.683 5.005  0.298
49 H 4.038 -3.726 4.328  0.268
50 H 4.709 -1.433 5.973  0.255
51 C -3.703 -5.952 2.541  -0.353
52 C -4.186 -5.419 3.850  0.289
53 O -4.053 -4.029 3.758  -0.298
54 C -3.146 -3.760 2.782  0.626
55 O -2.748 -2.657 2.434  -0.510
56 O -2.904 -4.845 2.093  -0.314
57 F -3.315 -5.850 4.890  -0.306
58 H -4.420 -6.287 1.791  0.317
59 H -2.988 -6.748 2.751  0.253
60 H -5.223 -5.702 4.032  0.287
61 C 2.923 0.629 -2.354  0.215
62 C 3.722 1.168 -3.528  0.316
63 O 2.788 1.491 -4.548  -0.381
64 C 1.483 1.483 -3.966  0.353
65 O 0.495 1.699 -4.617  -0.513
66 O 1.624 1.167 -2.605  0.228
67 F 4.532 0.331 -4.138  -0.334
68 H 3.423 0.954 -1.442  -0.053
69 H 2.780 -0.451 -2.403  -0.052
70 H 4.370 1.968 -3.172  0.248
71 C -1.063 0.509 1.016  -0.350
72 C -0.641 -0.319 -0.198  -0.363
73 O 0.721 -0.431 0.038  -0.050
74 C 1.116 0.629 0.746  0.100
75 O 2.271 0.998 0.884  -0.112
76 O 0.104 1.248 1.224  -0.063
77 F -0.956 0.251 -1.363  -0.017
78 H -1.268 -0.176 1.839  0.352
79 H -1.898 1.187 0.845  0.078
80 H -1.009 -1.345 -0.215  0.444
81 C -0.595 3.710 -1.378  0.501
82 C -1.451 3.992 -2.619  0.270
83 O -2.523 4.737 -2.100  -0.363
84 C -2.660 4.435 -0.780  0.547
85 O -3.583 4.853 -0.067  -0.633
86 O -1.654 3.692 -0.405  -0.098
87 F -2.007 2.913 -3.132  -0.201
88 H 0.104 4.471 -1.030  0.200
89 H -0.123 2.739 -1.528  -0.595
90 H -0.913 4.563 -3.376  0.331
91 C 4.423 3.938 2.206  -0.147
92 C 5.525 4.113 1.090  0.208
93 O 4.897 4.409 -0.055  -0.309
94 C 3.516 4.127 0.102  0.530
95 O 2.712 4.101 -0.828  -0.484
96 O 3.249 3.783 1.403  -0.190
97 F 6.148 2.917 0.958  -0.271
98 H 4.246 4.801 2.848  0.339
99 H 4.663 3.012 2.728  0.057
100 H 6.187 4.935 1.363  0.272